# 1
Density functional theory data (ωB97M-V/def2-TZVPD) for a molecular structure, C44H31F13N3O6PSn.

Geometry (Å):
Sn -0.081 2.103 -0.814
C -3.297 -4.040 -2.156
C -2.940 -2.665 -1.647
C -2.995 -2.344 -0.297
C -2.740 -1.056 0.119
C -2.422 -0.024 -0.779
N -2.188 1.248 -0.268
C -3.219 1.863 0.387
C -4.553 1.429 0.172
C -5.642 2.040 0.749
C -5.485 3.132 1.593
C -6.672 3.834 2.205
C -4.192 3.591 1.800
C -3.068 2.997 1.234
C -1.677 3.598 1.463
O -0.943 3.769 0.328
C -1.736 5.034 2.078
F -2.489 5.857 1.319
F -2.237 5.123 3.344
F -0.513 5.591 2.139
C -0.920 2.715 2.521
F -0.719 1.454 2.102
F -1.611 2.613 3.689
F 0.295 3.204 2.838
C -2.329 -0.351 -2.148
C -2.602 -1.660 -2.543
C -1.979 0.741 -3.184
O -0.913 1.511 -2.867
C -1.618 0.119 -4.576
F -2.657 -0.448 -5.259
F -1.096 1.037 -5.407
F -0.677 -0.846 -4.451
C -3.262 1.612 -3.436
F -3.216 2.285 -4.615
F -4.393 0.849 -3.496
F -3.460 2.533 -2.495
H -3.409 -4.743 -1.329
H -2.538 -4.431 -2.837
H -4.243 -4.005 -2.703
H -3.235 -3.111 0.434
H -2.789 -0.798 1.171
H -4.716 0.609 -0.513
H -6.642 1.687 0.511
H -7.550 3.185 2.187
H -6.919 4.744 1.647
H -6.478 4.121 3.240
H -4.084 4.455 2.440
H -2.587 -1.929 -3.590
C 0.864 -6.460 -0.724
C 1.406 -5.874 0.411
C 1.311 -4.503 0.604
C 0.671 -3.696 -0.335
C 0.132 -4.297 -1.472
C 0.226 -5.667 -1.666
P 0.519 -1.851 -0.196
C 2.113 -1.437 -1.025
C 2.030 -0.645 -2.167
C 3.170 -0.338 -2.899
C 4.403 -0.819 -2.488
C 4.497 -1.606 -1.347
C 3.357 -1.926 -0.627
C 0.844 -1.671 1.600
C 1.905 -0.973 2.162
C 1.973 -0.799 3.540
C 0.983 -1.311 4.363
C -0.086 -2.002 3.809
C -0.153 -2.179 2.439
H 0.927 -7.534 -0.860
H 1.909 -6.486 1.151
H 1.732 -4.058 1.496
H -0.367 -3.671 -2.204
H -0.203 -6.118 -2.554
H 1.066 -0.260 -2.484
H 3.088 0.282 -3.783
H 5.297 -0.575 -3.051
H 5.464 -1.976 -1.022
H 3.436 -2.559 0.248
H 2.661 -0.538 1.529
H 2.794 -0.240 3.969
H 1.034 -1.156 5.434
H -0.877 -2.384 4.443
H -0.984 -2.722 1.999
F 6.874 1.185 -1.952
C 6.444 1.174 -0.677
C 5.606 2.127 -0.237
N 5.173 2.192 1.057
C 4.087 3.123 1.378
C 2.948 2.864 0.319
O 2.896 3.673 -0.618
O 2.313 1.798 0.495
C 5.625 1.288 1.995
O 5.396 1.362 3.187
N 6.406 0.269 1.476
C 6.892 0.105 0.181
O 7.601 -0.842 -0.107
H 5.206 2.881 -0.906
H 4.431 4.155 1.301
H 3.732 2.910 2.381
H 6.663 -0.449 2.135

Strongest force on any atom: 1.2 eV/Å
ΔE to the lowest compared entry with this formula, charge and spin: 0.154 eV
HOMO energy: -2.0 eV
2S+1: 1
Total charge: -2
E_tot: -4165.2136 a.u.



# 2
Density functional theory data (ωB97M-V/def2-TZVPD) for 11 unconnected molecules or ions with the total composition C44H32B3N8O32.

Geometry (Å):
O 9.856 11.134 24.322
C 10.301 10.768 23.291
O 9.654 10.643 22.123
B 10.564 9.982 21.156
O 11.863 9.855 21.856
C 11.726 10.171 23.113
O 12.551 9.994 23.973
O 10.684 10.697 19.846
C 10.395 9.825 18.884
O 10.354 9.995 17.709
C 9.988 8.509 19.548
O 10.107 8.631 20.847
O 9.575 7.516 18.996
O 8.220 12.054 17.864
C 7.681 12.648 18.754
O 7.498 12.183 19.984
B 6.936 13.250 20.815
O 6.856 14.462 19.930
C 7.214 14.095 18.720
O 7.151 14.769 17.723
O 5.585 12.922 21.297
C 5.580 12.995 22.628
O 4.646 12.790 23.346
C 7.012 13.367 23.088
O 7.757 13.516 22.012
O 7.343 13.447 24.231
O 11.323 13.092 17.777
C 11.711 13.564 18.795
O 10.964 14.033 19.772
B 11.789 14.660 20.822
O 13.177 14.523 20.342
C 13.183 13.897 19.181
O 14.172 13.599 18.567
O 11.497 13.930 22.099
C 10.695 14.700 22.824
O 10.155 14.430 23.852
C 10.597 16.057 22.140
O 11.382 16.036 21.097
O 9.949 16.980 22.550
C 14.707 12.545 24.492
C 13.595 12.546 25.427
N 12.710 12.552 26.160
H 14.718 13.486 23.943
H 14.646 11.727 23.777
H 15.617 12.405 25.080
C 12.974 8.437 26.552
C 11.980 9.370 27.084
N 11.172 10.083 27.469
H 12.639 7.405 26.480
H 13.855 8.364 27.198
H 13.347 8.842 25.611
C 9.533 4.432 18.876
C 9.227 4.297 17.460
N 9.010 4.181 16.341
H 10.596 4.593 19.028
H 9.139 3.669 19.547
H 8.957 5.301 19.209
C 6.841 7.569 17.153
C 7.440 8.765 16.567
N 7.946 9.687 16.108
H 7.297 6.659 16.771
H 5.790 7.612 16.854
H 6.886 7.589 18.239
C 12.706 5.898 19.931
C 12.203 6.124 21.198
C 11.948 5.072 22.039
C 12.331 3.805 21.644
C 12.842 3.558 20.377
C 13.082 4.630 19.511
N 12.031 2.644 22.496
O 11.943 2.839 23.694
O 11.864 1.565 21.964
H 12.858 6.727 19.250
H 11.994 7.173 21.377
H 11.429 5.253 22.971
H 13.172 2.572 20.080
H 13.541 4.499 18.542
C 6.402 9.453 23.316
C 6.585 9.560 21.936
C 5.666 8.918 21.105
C 4.642 8.141 21.632
C 4.488 7.989 23.014
C 5.321 8.736 23.821
N 3.680 7.514 20.726
O 4.006 7.283 19.581
O 2.618 7.155 21.217
H 7.104 10.002 23.933
H 7.487 10.007 21.540
H 5.802 8.944 20.031
H 3.629 7.439 23.365
H 5.128 8.747 24.887
C 14.213 5.947 25.257
C 15.384 6.003 26.006
C 16.259 7.044 25.847
C 16.065 7.939 24.821
C 14.953 7.834 23.983
C 14.048 6.801 24.175
N 17.081 8.960 24.590
O 18.036 9.039 25.339
O 16.933 9.689 23.631
H 13.454 5.202 25.461
H 15.516 5.342 26.855
H 17.072 7.142 26.554
H 14.769 8.529 23.175
H 13.162 6.762 23.564
C 7.882 4.575 22.139
C 8.506 3.949 23.194
C 9.103 4.749 24.166
C 9.168 6.113 24.029
C 8.538 6.743 22.962
C 7.878 5.970 22.017
N 10.078 6.839 24.902
O 10.844 6.201 25.613
O 10.060 8.047 24.871
H 7.357 4.019 21.370
H 8.471 2.870 23.246
H 9.653 4.247 24.951
H 8.733 7.780 22.723
H 7.427 6.508 21.194

Strongest force on any atom: 1.7 eV/Å
HOMO energy: -2.9 eV
2S+1: 1
Total charge: -3
E_tot: -4616.6215 a.u.



# 3
Density functional theory data (ωB97M-V/def2-TZVPD) for a molecular structure, C44H32BrF4IN3O6PRu.

Geometry (Å):
Ru -0.288 -0.167 -0.071
C -1.279 -5.098 -0.961
C -2.128 -4.015 -1.520
N -2.991 -4.376 -2.484
C -3.831 -3.422 -2.907
C -3.922 -2.119 -2.436
C -4.903 -1.164 -3.078
O -4.666 0.252 -2.791
C -3.075 -1.744 -1.353
C -3.424 -0.693 -0.473
N -2.580 -0.033 0.300
C -3.219 0.784 1.281
C -3.826 1.984 0.887
C -4.553 2.811 1.750
C -4.703 2.398 3.084
C -4.207 1.140 3.512
C -3.416 0.387 2.622
I -3.119 -1.655 3.041
C -1.979 -2.624 -1.012
O -0.950 -2.284 -0.312
H -1.653 -6.033 -1.449
H -1.378 -5.187 0.149
H -0.213 -4.913 -1.145
H -4.526 -3.755 -3.677
H -5.964 -1.396 -2.760
H -4.876 -1.343 -4.155
H -5.202 0.822 -3.373
H -4.494 -0.500 -0.431
H -3.677 2.355 -0.125
H -4.892 3.745 1.398
H -5.277 2.996 3.781
H -4.281 0.827 4.556
F 3.913 -0.853 -5.722
C 3.437 -1.002 -4.444
C 4.298 -1.425 -3.386
F 5.614 -1.747 -3.530
C 3.691 -1.453 -2.107
F 4.456 -2.026 -1.105
C 2.368 -1.109 -1.818
P 1.817 -0.727 -0.096
C 3.166 0.405 0.387
C 4.464 0.019 0.661
C 5.524 0.945 0.665
C 5.205 2.323 0.683
C 3.883 2.722 0.675
C 2.844 1.758 0.496
C 2.191 -2.274 0.805
C 2.474 -2.283 2.150
C 2.254 -3.422 2.892
C 2.005 -4.639 2.298
C 1.886 -4.694 0.889
C 2.086 -3.523 0.154
C 1.544 -0.810 -2.896
Br -0.330 -0.586 -2.684
C 2.072 -0.847 -4.180
F 1.192 -0.723 -5.206
H 4.664 -1.011 0.832
H 6.547 0.580 0.576
H 6.073 2.987 0.725
H 3.558 3.783 0.644
H 1.861 2.127 0.391
H 2.835 -1.432 2.677
H 2.374 -3.383 3.968
H 1.888 -5.529 2.932
H 1.700 -5.630 0.347
H 2.202 -3.606 -0.948
O 1.855 0.607 5.181
C 1.388 1.721 4.703
C 1.691 2.951 5.317
C 1.266 4.141 4.737
C 0.444 4.139 3.598
C 0.139 2.943 2.976
C 0.546 1.756 3.533
C 0.239 0.455 2.899
O 0.718 -0.585 3.458
O -0.518 0.508 1.815
H 1.351 -0.118 4.429
H 2.256 2.859 6.255
H 1.583 5.076 5.245
H 0.009 5.103 3.292
H -0.371 2.948 2.002
O -0.548 1.751 -0.621
N -0.652 2.335 -1.863
C -1.897 2.459 -2.434
C -2.018 3.010 -3.710
C -0.804 3.269 -4.438
C 0.420 3.381 -3.766
C 0.496 2.882 -2.467
H -2.773 2.196 -1.865
H -2.969 3.220 -4.182
H -0.809 3.368 -5.523
H 1.277 3.852 -4.244
H 1.416 2.877 -1.897

Strongest force on any atom: 4.4 eV/Å
Expectation value of S²: 6.021
ΔE to the lowest compared entry with this formula, charge and spin: 1.476 eV
HOMO energy (spin up / spin down): -6.2 / -7.4 eV
2S+1: 5
Total charge: 0
E_tot: -6018.7894 a.u.



# 4
Density functional theory data (ωB97M-V/def2-TZVPD) for 8 unconnected molecules or ions with the total composition C44H32Cl2O14.

Geometry (Å):
O 11.942 12.530 11.248
C 12.855 13.218 11.642
C 12.860 14.672 11.325
C 13.963 15.425 11.434
C 15.230 14.736 11.900
O 16.163 15.470 12.197
C 15.316 13.269 12.168
C 14.175 12.566 12.201
H 11.924 15.031 10.926
H 14.050 16.472 11.228
H 16.268 12.856 12.479
H 14.068 11.552 12.480
O 10.275 9.920 18.856
C 10.071 9.632 17.699
C 8.684 9.864 17.141
C 8.525 10.188 15.858
C 9.614 10.001 14.883
O 9.360 10.076 13.694
C 10.914 9.466 15.379
C 11.070 9.146 16.702
H 7.907 10.066 17.890
H 7.603 10.582 15.400
H 11.596 9.277 14.564
H 11.924 8.654 17.125
O 18.570 12.951 19.926
C 19.328 12.064 19.578
C 18.779 10.953 18.677
C 19.528 9.896 18.392
C 20.908 9.845 18.894
O 21.718 9.088 18.385
C 21.387 10.805 19.886
C 20.724 11.938 20.136
H 17.810 11.245 18.308
H 19.231 9.145 17.653
H 22.359 10.567 20.339
H 21.053 12.683 20.845
O 8.345 13.891 17.765
C 9.330 13.696 17.131
C 9.191 13.459 15.695
C 10.325 13.142 14.971
C 11.634 13.189 15.659
O 12.680 13.224 14.976
C 11.720 13.147 17.188
C 10.635 13.578 17.852
H 8.185 13.391 15.306
H 10.295 12.772 13.940
H 12.614 12.789 17.650
H 10.507 13.562 18.954
O 12.113 7.280 12.940
C 12.558 7.639 11.895
C 13.152 6.602 10.933
C 13.838 7.032 9.865
C 14.034 8.501 9.566
O 14.719 8.945 8.628
C 13.182 9.440 10.377
C 12.511 9.010 11.455
H 12.965 5.562 11.270
H 14.361 6.382 9.211
H 13.201 10.482 10.034
H 11.748 9.596 12.059
O 14.114 7.785 17.948
C 14.153 7.820 19.180
C 13.312 8.769 19.961
C 13.062 8.555 21.253
C 13.683 7.460 21.935
O 13.466 7.259 23.124
C 14.581 6.566 21.259
C 14.914 6.786 19.973
H 12.778 9.506 19.412
H 12.428 9.188 21.845
H 14.903 5.738 21.783
H 15.564 6.099 19.419
O 19.001 5.968 10.946
C 18.433 6.968 11.305
C 19.047 8.322 10.975
C 18.340 9.465 11.169
C 16.952 9.327 11.694
O 16.328 10.419 11.765
C 16.317 7.999 12.046
C 17.051 6.888 11.938
H 19.977 8.355 10.445
H 18.788 10.424 10.939
H 15.312 8.074 12.431
H 16.615 5.894 12.050
Cl 15.330 12.561 18.139
C 14.882 11.196 17.087
C 15.176 11.522 15.681
Cl 14.485 10.192 14.775
H 13.854 10.853 17.210
H 15.529 10.410 17.449
H 16.281 11.618 15.520
H 14.683 12.426 15.301

SMILES: O=C1C=CC(=O)C=C1.O=C1C=CC(=O)C=C1.O=C1C=CC(=O)C=C1.O=C1C=CC(=O)C=C1.O=C1C=CC(=O)C=C1.O=C1C=CC(=O)C=C1.O=C1C=CC(=O)C=C1.ClCCCl
Strongest force on any atom: 3.7 eV/Å
ΔE to the lowest compared entry with this formula, charge and spin: 0.166 eV
HOMO energy: -9.9 eV
2S+1: 1
Total charge: 0
E_tot: -3669.3066 a.u.



# 5
Density functional theory data (ωB97M-V/def2-TZVPD) for a molecular structure, C44H32NO4PdS2.

Geometry (Å):
Pd -0.275 0.320 -0.396
O -4.406 0.824 -0.730
C -3.218 0.945 -0.533
O -2.454 0.135 0.084
C -2.498 2.235 -0.982
C -3.235 3.400 -1.250
C -2.564 4.576 -1.455
C -1.153 4.585 -1.412
C -0.368 5.745 -1.574
C 0.996 5.675 -1.502
C 1.648 4.453 -1.263
C 0.923 3.303 -1.111
C -0.483 3.350 -1.181
N -1.183 2.211 -0.983
H -4.311 3.320 -1.259
H -3.092 5.503 -1.631
H -0.863 6.689 -1.746
H 1.589 6.567 -1.629
H 2.724 4.436 -1.194
H 1.392 2.331 -0.906
C 0.058 2.908 7.752
C -0.089 2.257 6.417
C 1.022 1.743 5.749
C 0.888 1.129 4.519
C -0.374 1.035 3.959
C -1.490 1.571 4.581
C -1.340 2.177 5.813
S -0.611 0.246 2.366
O 0.633 0.652 1.600
C -0.342 -1.479 2.855
C -0.450 -1.859 4.202
C -0.408 -3.179 4.551
C -0.272 -4.182 3.568
C -0.317 -5.552 3.900
C -0.231 -6.511 2.930
C -0.054 -6.140 1.589
C 0.000 -4.820 1.235
C -0.140 -3.806 2.207
C -0.190 -2.424 1.862
C -0.194 -2.083 0.417
C -1.368 -2.423 -0.339
C -2.552 -2.878 0.279
C -3.666 -3.152 -0.472
C -3.641 -3.020 -1.866
C -2.505 -2.588 -2.497
C -1.354 -2.252 -1.757
C -0.193 -1.727 -2.388
C 0.921 -1.372 -1.653
C 0.929 -1.569 -0.240
S 2.432 -1.100 0.725
O 2.398 -1.930 1.925
C 3.635 -1.896 -0.380
C 4.417 -1.087 -1.187
C 5.454 -1.643 -1.917
C 5.723 -3.007 -1.842
C 6.895 -3.601 -2.557
C 4.907 -3.804 -1.043
C 3.872 -3.256 -0.307
H 0.820 2.411 8.347
H -0.883 2.893 8.297
H 0.361 3.946 7.621
H 1.998 1.828 6.203
H 1.737 0.718 3.993
H -2.455 1.498 4.103
H -2.201 2.599 6.310
H -0.576 -1.102 4.959
H -0.506 -3.471 5.588
H -0.440 -5.820 4.938
H -0.291 -7.556 3.188
H 0.043 -6.905 0.834
H 0.134 -4.543 0.200
H -2.593 -2.967 1.354
H -4.578 -3.460 0.013
H -4.527 -3.248 -2.440
H -2.479 -2.477 -3.571
H -0.179 -1.640 -3.466
H 1.838 -1.063 -2.151
H 4.233 -0.022 -1.224
H 6.079 -1.009 -2.531
H 7.198 -2.984 -3.399
H 6.672 -4.605 -2.910
H 7.739 -3.669 -1.869
H 5.102 -4.865 -0.978
H 3.267 -3.865 0.347

Strongest force on any atom: 2.6 eV/Å
Expectation value of S²: 2.011
ΔE to the lowest compared entry with this formula, charge and spin: 0.000 eV
HOMO energy (spin up / spin down): -10.7 / -10.7 eV
2S+1: 3
Total charge: +1
E_tot: -2975.6248 a.u.